No. 1
Entry from the Open Molecules 2025 dataset: a structure of composition C4H9N2O2 at a distorted geometry (the ωB97M-V functional and the def2-TZVPD basis).

Each line ends with the natural charge from an NBO analysis.
Geometry (Å):
C (-0.490, 0.725, -1.099)  -0.25
C (0.548, 0.966, -0.137)  0.19
C (-1.485, 0.319, 1.123)  -0.45
C (-0.287, -1.527, 0.157)  -0.39
N (3.408, 0.046, -0.912)  0.49
N (-0.499, -0.040, 0.185)  -0.24
O (3.962, -0.597, -0.133)  -0.19
O (2.135, 0.491, -0.947)  -0.44
H (-1.373, 1.460, -1.111)  0.26
H (-0.341, 0.197, -2.012)  0.27
H (0.796, 1.832, 0.497)  0.27
H (-1.140, 0.281, 2.159)  0.25
H (-1.973, 1.385, 0.962)  0.25
H (-2.360, -0.250, 1.024)  0.25
H (0.732, -1.753, -0.168)  0.26
H (-0.773, -1.761, 1.119)  0.25
H (-0.861, -1.772, -0.708)  0.23

**Spin multiplicity**: 1
**ΔE to the lowest compared entry with this formula, charge and spin**: 189.0 kcal per mole
**Total charge**: +1

=====

No. 2
Entry from the Open Molecules 2025 dataset: a structure of composition C24H24N6O6S3Tc at a distorted geometry (the ωB97M-V functional and the def2-TZVPD basis).

Each line ends with the natural charge from an NBO analysis.
Geometry (Å):
Tc (12.521, 10.408, 10.375)  0.94
C (16.761, 7.379, 11.610)  -0.77
S (15.309, 6.570, 10.932)  0.39
C (14.129, 7.821, 10.637)  -0.18
S (14.349, 9.433, 11.081)  0.43
N (13.053, 7.479, 9.961)  -0.26
N (12.297, 8.535, 9.682)  -0.18
C (11.110, 8.154, 9.077)  -0.02
C (10.890, 10.248, 7.803)  0.13
C (10.340, 10.871, 6.702)  -0.20
C (11.022, 11.920, 6.057)  -0.11
C (12.182, 12.309, 6.623)  -0.24
C (12.702, 11.753, 7.779)  0.09
N (12.039, 10.759, 8.365)  -0.40
H (17.541, 6.632, 11.722)  0.26
H (16.532, 7.832, 12.587)  0.24
H (17.131, 8.174, 10.963)  0.24
H (10.851, 7.153, 9.291)  0.24
H (9.441, 10.492, 6.264)  0.25
H (10.690, 12.293, 5.082)  0.25
H (12.811, 13.009, 6.093)  0.24
H (13.634, 12.070, 8.241)  0.28
N (11.191, 16.208, 9.632)  -0.87
C (10.162, 15.685, 10.534)  -0.36
C (9.185, 14.807, 9.829)  0.77
O (8.248, 14.303, 10.363)  -0.62
O (9.424, 14.616, 8.514)  -0.70
H (11.159, 17.240, 9.629)  0.39
H (10.258, 15.152, 8.364)  0.51
H (12.079, 15.826, 9.891)  0.41
H (9.538, 16.470, 11.015)  0.24
H (10.575, 15.077, 11.332)  0.23
N (8.513, 10.865, 11.009)  -0.51
C (9.773, 11.166, 10.644)  0.28
N (10.606, 10.165, 10.970)  -0.50
C (9.858, 9.184, 11.619)  0.08
C (10.236, 7.997, 12.298)  -0.21
C (9.232, 7.254, 12.901)  -0.19
C (7.878, 7.643, 12.801)  -0.19
C (7.516, 8.831, 12.200)  -0.23
C (8.524, 9.610, 11.640)  0.17
H (7.735, 11.527, 10.955)  0.46
H (10.057, 12.094, 10.173)  0.26
H (11.299, 7.702, 12.337)  0.23
H (9.486, 6.301, 13.330)  0.24
H (7.059, 7.030, 13.159)  0.24
H (6.501, 9.222, 12.161)  0.23
O (14.127, 11.786, 10.160)  -0.94
S (13.496, 12.935, 10.996)  2.58
O (13.019, 13.971, 10.119)  -0.99
O (12.291, 12.057, 11.421)  -0.88
O (14.284, 13.325, 12.098)  -0.90
C (10.392, 8.977, 8.292)  0.06
C (9.057, 8.514, 7.791)  -0.01
C (9.099, 7.358, 7.038)  -0.23
C (7.911, 6.778, 6.572)  -0.18
C (6.690, 7.369, 6.936)  -0.19
C (6.666, 8.574, 7.609)  -0.19
C (7.832, 9.141, 8.050)  -0.25
H (10.009, 6.846, 6.814)  0.22
H (7.938, 5.881, 6.003)  0.23
H (5.740, 6.937, 6.648)  0.23
H (5.682, 9.099, 7.743)  0.23
H (7.787, 10.123, 8.557)  0.22

**Spin multiplicity**: 1
**Total charge**: +1

=====

No. 3
Entry from the Open Molecules 2025 dataset: a cluster of 2 separate species, C4H12 in total at a distorted geometry (the ωB97M-V functional and the def2-TZVPD basis).

Each line ends with the natural charge from an NBO analysis.
Geometry (Å):
C (1.312, 0.045, -1.629)  -0.60
C (0.790, -1.412, -1.933)  -0.61
H (2.342, -0.041, -1.326)  0.21
H (1.306, 0.578, -2.587)  0.19
H (0.611, 0.591, -1.032)  0.20
H (-0.022, -1.323, -2.657)  0.20
H (0.365, -1.758, -0.985)  0.20
H (1.611, -2.045, -2.239)  0.21
C (-1.751, 0.845, 2.041)  -0.61
C (-0.357, 0.513, 1.523)  -0.60
H (-2.232, 1.758, 1.721)  0.20
H (-2.349, -0.020, 1.726)  0.20
H (-1.760, 0.975, 3.125)  0.20
H (0.513, 0.986, 1.975)  0.20
H (-0.346, 0.742, 0.464)  0.20
H (-0.149, -0.546, 1.696)  0.20

**Spin multiplicity**: 1
**ΔE to the lowest compared entry with this formula, charge and spin**: 12.4 kcal per mole
**SMILES string**: CC.CC

=====

Number 1: energy -417.2802 hartree. Number 2: energy -2984.1454 hartree. Number 3: energy -159.5653 hartree.